Version a
Computed, not measured: an isolated molecule of C3H5BrO, with wB97M-V/def2-TZVPD.

## Properties
HOMO energy (eV): -8.7420
Frontier orbital gap (eV): 9.72
SMILES: CO/C=C/Br
Total charge: 0
2S+1: 1

Last column: Löwdin charge in e.
Positions of all 10 atoms, in Å:
1 C -0.181 -0.728 -1.496  -0.16
2 O 0.318 -0.779 -0.237  -0.14
3 C -0.095 0.303 0.564  -0.22
4 C 0.674 0.656 1.655  -0.60
5 Br 0.011 1.788 2.968  0.69
6 H -0.986 0.085 -1.549  0.10
7 H -0.796 -1.720 -1.809  0.14
8 H 0.538 -0.476 -2.225  0.06
9 H -1.061 0.759 0.393  0.10
10 H 1.578 0.111 1.739  0.05



Version b
Computed, not measured: a cluster of 2 separate species, C3H5BrO in total, with wB97M-V/def2-TZVPD.

## Properties
HOMO energy (eV): -9.1185
Frontier orbital gap (eV): 9.49
Total charge: 0
2S+1: 1

Last column: Löwdin charge in e.
Positions of all 10 atoms, in Å:
1 C -0.174 -1.439 0.640  -0.19
2 C -0.725 -0.206 -0.023  -0.76
3 C 0.791 1.369 -0.475  0.05
4 O -0.441 -1.369 -0.712  -0.07
5 Br -2.452 0.547 0.172  0.70
6 H 0.908 -1.486 0.956  0.12
7 H -0.711 -2.059 1.260  0.07
8 H 1.066 2.211 0.242  0.04
9 H 0.129 1.756 -1.274  0.01
10 H 1.608 0.677 -0.786  0.03



Relative stability in kcal/mol, measured from the most stable structure: version a 0.0; version b 53.8



Version a
Computed, not measured: a cluster of 2 separate species, C3H6Cl2OSi in total, with wB97M-V/def2-TZVPD.

## Properties
HOMO energy (eV): -9.1209
Frontier orbital gap (eV): 8.67
SMILES: CC=C(Cl)Cl.O=[SiH2]
Total charge: 0
2S+1: 1

Last column: Löwdin charge in e.
Positions of all 13 atoms, in Å:
1 C 0.596 1.559 -0.047  -0.09
2 C -0.763 1.269 0.591  -0.24
3 C -1.619 0.409 0.047  -1.15
4 Cl -3.197 0.094 0.815  0.56
5 Cl -1.577 -0.058 -1.591  0.65
6 H 0.451 2.070 -0.906  0.03
7 H 1.142 0.557 -0.326  0.07
8 H 1.199 2.041 0.639  0.04
9 H -1.016 1.805 1.513  0.11
10 O -0.018 -2.231 0.639  -0.44
11 Si 1.246 -2.379 -0.160  0.62
12 H 1.201 -3.640 -0.925  -0.06
13 H 2.355 -1.496 -0.289  -0.09



Version b
Computed, not measured: a cluster of 2 separate species, C3H6Cl2OSi in total, with wB97M-V/def2-TZVPD.

## Properties
HOMO energy (spin up / spin down) (eV): -8.6058 / -10.0501
Frontier orbital gap (spin up / spin down) (eV): 4.00 / 8.87
Total charge: 0
2S+1: 1

Last column: Löwdin charge in e.
Positions of all 13 atoms, in Å:
1 C 1.640 -0.916 -1.538  -0.03
2 C 0.494 -0.851 -0.928  -0.25
3 C -1.228 1.208 0.633  -0.19
4 O 1.087 -0.563 1.954  -0.59
5 Si 0.154 -0.128 0.852  0.65
6 Cl 1.314 0.595 3.660  0.19
7 Cl -2.574 -1.085 -1.280  0.13
8 H 1.661 -0.829 -2.665  0.10
9 H 2.618 -0.875 -1.098  0.07
10 H -0.577 -0.936 -1.370  -0.09
11 H -1.979 0.749 -0.070  -0.08
12 H -1.686 1.430 1.635  0.05
13 H -0.924 2.200 0.214  0.05



Relative stability in kcal/mol, measured from the most stable structure: version a 0.0; version b 57.7